#1
ORCA calculation (the ωB97M-V functional and the def2-TZVPD basis) on C4H8OS in the gas phase.

Calculated values
HOMO level: -0.3327 hartree
Net charge: 0
SMILES: CCC(=S)OC

Last column: Löwdin charge in e.
Positions of all 14 atoms, in Å:
H: 1.068 0.642 -2.695  0.09
H: 1.130 1.098 1.326  0.09
C: -0.715 -0.522 -0.183  -0.82
H: 0.763 -0.614 1.731  0.06
H: 0.037 -0.607 -2.940  0.06
C: -1.009 0.409 1.006  -0.20
C: 0.627 -0.207 -2.149  -0.15
O: -0.064 0.362 -1.068  -0.18
H: -1.804 0.017 1.682  0.11
H: 0.221 0.662 2.896  0.06
C: 0.379 0.425 1.838  -0.08
H: 1.394 -0.982 -1.829  0.10
S: -0.852 -2.104 -0.428  0.76
H: -1.177 1.421 0.811  0.08



#2
ORCA calculation (the ωB97M-V functional and the def2-TZVPD basis) on C4H8OS in the gas phase.

Calculated values
HOMO level: -0.3170 hartree
Net charge: 0
SMILES: C[C@H]1COCS1

Last column: Löwdin charge in e.
Positions of all 14 atoms, in Å:
H: 2.607 -0.782 0.209  0.11
H: 0.121 1.926 -0.888  0.15
O: 1.340 0.807 0.252  -0.19
H: 1.064 0.653 -1.774  0.10
C: 1.550 -0.515 0.576  -0.49
H: -1.291 -0.519 -1.570  0.14
S: 0.392 -1.607 -0.326  0.89
H: -1.003 -0.113 1.575  0.06
H: -2.162 0.926 0.587  0.08
H: -2.295 -0.780 0.627  0.09
C: 0.482 0.837 -0.880  -0.25
C: -1.501 0.042 0.631  -0.13
H: 1.345 -0.641 1.623  0.07
C: -0.651 -0.234 -0.641  -0.63



#3
ORCA calculation (the ωB97M-V functional and the def2-TZVPD basis) on 2 unconnected molecules or ions with the total composition C4H8OS.

Calculated values
HOMO level: -0.3180 hartree
Net charge: 0
SMILES: C=CC.OC=S

Last column: Löwdin charge in e.
Positions of all 14 atoms, in Å:
C: -1.345 1.443 -0.684  -0.04
H: -1.019 -0.497 -1.222  0.09
C: -1.223 0.151 -0.389  -0.31
H: 1.357 -1.284 0.231  0.05
S: 1.744 0.922 0.234  0.73
H: -1.134 1.867 -1.673  0.07
H: -1.653 2.023 0.098  0.03
C: 2.161 -0.618 -0.016  -0.73
H: -1.641 -1.537 0.713  0.05
H: -2.304 -0.069 1.288  0.05
H: -0.624 -0.592 1.620  0.08
C: -1.459 -0.526 0.909  -0.11
H: 3.854 -0.265 -0.507  0.07
O: 3.288 -1.017 -0.601  -0.01



The least stable of them is #3.